The following is a quantum chemistry calculation of a 2-piece molecular cluster, C4H11OS overall, from OMol25.

```
17
Properties=species:S:1:pos:R:3:forces:R:3
C -0.2775 0.2412 1.7590 -0.17 -0.57 -0.70
O -0.2358 0.4558 0.4179 -0.02 -0.02 0.18
C -0.1656 1.5422 2.5378 0.31 0.26 -0.05
H 0.5014 -0.4823 2.1189 0.31 0.29 0.07
H -1.2019 -0.3046 2.0809 -0.23 0.28 0.10
H -0.1194 1.3854 3.6225 -0.11 0.16 0.05
H -0.9756 2.2153 2.2473 -0.25 -0.13 0.24
H 0.7339 2.0669 2.1960 0.14 -0.17 0.19
C -1.1352 -1.1489 -1.9830 0.15 0.71 0.02
S 0.2285 -0.6468 -3.0817 -0.08 -0.29 0.17
C 1.5258 -0.4749 -1.8156 -0.18 0.54 -0.52
H -1.0604 -0.4788 -1.1048 -0.13 -0.31 -0.01
H -1.0670 -2.1881 -1.6651 0.02 -0.07 -0.12
H -2.0684 -0.9575 -2.5147 0.00 -0.16 -0.02
H 2.2613 0.2177 -2.2352 0.02 -0.07 0.05
H 1.0443 -0.0080 -0.9299 0.28 -0.43 0.05
H 2.0115 -1.4346 -1.6504 -0.07 -0.01 0.31
```
Forces are in eV/Å.

Computed properties:
**2S+1**: 1
**Energy above the lowest of the compared OMol25 structures with the same formula, charge and spin**: 33.10 kcal/mol
**Strongest force on any atom**: 0.92 eV Å⁻¹
**HOMO**: -2.85 eV
**Kohn-Sham gap**: 6.41 eV
**Molecular weight**: 107.2 g/mol
**Charge**: -1

The following is a quantum chemistry calculation of C24H27Br2CdN6O as an isolated structure in a non-equilibrium geometry, from OMol25.

```
61
Properties=species:S:1:pos:R:3:forces:R:3
Cd 0.5829 -0.4126 -0.2736 0.16 0.33 0.42
C -3.3766 -0.9655 2.1127 1.07 -2.50 -0.34
C -2.1893 -1.0741 1.1440 -0.35 1.62 1.35
N -0.9504 -1.0459 1.4570 0.31 -1.75 -0.34
C -0.3889 -1.5995 2.6993 -0.87 0.09 0.75
C 1.1076 -1.1892 2.9509 -0.85 0.29 0.32
N 1.9320 -0.8358 1.7799 0.25 0.04 -0.29
C 3.1117 -1.6711 1.4421 0.29 -0.71 1.82
C 2.7988 -2.8514 0.5614 -1.54 -0.17 0.31
N 2.0264 -2.4210 -0.6101 -0.45 -1.37 -0.19
C 2.8233 -2.2912 -1.8327 0.06 -0.32 -0.33
C 2.0097 -1.5945 -2.9593 0.74 -0.83 -0.87
N 0.7474 -1.0697 -2.5176 -1.21 -0.25 -0.75
C -0.2967 -0.9466 -3.2576 -0.15 0.04 0.83
C -0.4376 -0.9225 -4.7540 -0.87 -0.70 -0.28
C -1.6322 -0.9452 -2.4986 -1.86 -0.59 1.12
C -2.8914 -1.3869 -3.0497 1.97 -1.06 1.64
C -3.8732 -1.8241 -2.1359 0.35 1.49 -0.59
C -3.7550 -1.5591 -0.7798 -0.38 0.34 0.82
C -2.5218 -1.1131 -0.2851 -0.99 0.37 -2.16
N -1.5764 -0.8305 -1.1597 1.73 0.02 -0.71
H -3.9903 -1.8937 1.9041 0.34 1.11 0.77
H -3.9795 -0.0788 2.0234 -0.08 0.36 -0.54
H -2.9410 -0.9828 3.1084 -0.47 -0.19 0.16
H -0.5457 -2.7169 2.7327 0.26 1.02 -0.57
H -0.9914 -1.2427 3.5763 0.71 -0.22 -0.48
H 1.5680 -1.9539 3.6017 -0.01 0.20 -0.48
H 0.9478 -0.3159 3.5910 0.74 0.17 -0.25
H 2.2086 0.1450 1.8130 -0.16 -0.11 0.23
H 3.4877 -2.2377 2.3767 0.02 1.53 -1.00
H 3.9067 -1.0508 0.9544 -0.70 -0.35 0.71
H 2.1452 -3.5860 1.0989 0.63 0.60 -0.16
H 3.7425 -3.3449 0.3692 0.16 -0.31 -0.50
H 1.2753 -3.1506 -0.7395 1.12 1.18 -0.26
H 3.1511 -3.3009 -2.1975 -0.19 0.82 0.25
H 3.7480 -1.7056 -1.6862 -0.48 -0.25 0.56
H 1.8643 -2.4066 -3.6827 -0.35 0.46 -0.29
H 2.6933 -0.8794 -3.4223 -0.42 0.33 -0.09
H -0.7180 -1.9497 -5.1701 0.59 1.22 0.55
H 0.4596 -0.5346 -5.2397 -0.18 -0.16 0.00
H -1.3233 -0.2718 -4.9714 0.93 -0.38 -0.03
H -2.9151 -1.7190 -4.0657 -0.38 0.31 -0.56
H -4.7926 -2.2417 -2.5007 -0.21 -0.14 -0.19
H -4.6287 -1.6177 -0.1085 0.62 -0.50 -0.51
Br -1.2802 3.3251 -2.9516 0.42 -0.35 0.10
C -0.6882 3.6496 -1.1778 0.75 -1.18 1.68
C -1.3234 4.7371 -0.5506 0.77 0.00 1.72
C -1.1507 5.0517 0.7823 1.39 -0.81 -0.37
Br -2.1953 6.4468 1.5791 0.56 -0.39 -0.23
C -0.0652 4.3583 1.4895 -1.68 0.97 -1.82
C 0.5357 4.8898 2.6103 0.38 0.08 1.85
C 1.4931 4.1510 3.3189 -1.29 1.09 0.80
C 1.8142 2.9279 2.7976 0.13 -1.31 -1.55
N 1.3779 2.4952 1.5844 1.44 -1.15 1.84
C 0.4796 3.1767 0.8860 0.20 1.16 1.45
C 0.1587 2.7261 -0.4298 -2.25 2.24 -2.12
O 0.6087 1.6658 -0.9572 0.56 -1.52 -0.25
H -1.8759 5.4305 -1.1078 -1.12 0.46 -0.93
H 0.1907 5.8583 2.9998 0.11 -0.53 -0.22
H 1.7971 4.4155 4.3601 0.04 0.07 -1.26
H 2.5006 2.2810 3.3674 -0.32 0.09 -0.53
```
Forces are in eV/Å.

Computed properties:
**2S+1**: 1
**Energy above the lowest of the compared OMol25 structures with the same formula, charge and spin**: 0.00 kcal/mol
**Strongest force on any atom**: 3.82 eV Å⁻¹
**HOMO**: -8.98 eV
**Kohn-Sham gap**: 5.42 eV
**Molecular weight**: 687.7 g/mol
**Charge**: +1

The following is a quantum chemistry calculation of C7H6 in the gas phase in a non-equilibrium geometry, from OMol25.

```
13
Properties=species:S:1:pos:R:3:forces:R:3
C 0.4987 1.2308 -0.0362 -0.10 -0.75 -3.17
C -0.3641 -0.1244 -2.2518 0.16 0.77 0.51
C -0.3161 0.4950 0.7531 -3.52 -3.40 1.36
C 0.0568 -0.8071 -1.1950 -1.43 -2.73 3.13
C -0.0954 -0.6391 1.7119 -0.29 1.80 -2.40
C 0.7308 0.5143 -1.3741 -0.46 1.77 1.64
C -0.7977 -0.8098 0.3636 -0.04 -0.44 -3.83
H 1.0639 1.9155 0.4601 2.07 2.05 0.46
H -1.0032 -0.1179 -3.1302 0.64 0.21 -0.04
H 0.9255 -0.7792 1.6951 2.18 -1.31 1.03
H -0.7852 -0.8790 2.4584 -0.47 -0.10 1.44
H 1.7706 0.5214 -1.6393 0.33 0.46 -0.92
H -1.6515 -1.5277 0.1486 0.92 1.67 0.77
```
Forces are in eV/Å.

Computed properties:
**2S+1**: 3
**Energy above the lowest of the compared OMol25 structures with the same formula, charge and spin**: 82.36 kcal/mol
**Strongest force on any atom**: 5.08 eV Å⁻¹
**HOMO (alpha / beta)**: -5.30 / -8.56 eV
**Kohn-Sham gap (alpha / beta)**: 5.58 / 6.37 eV
**Molecular weight**: 90.1 g/mol

The following is a quantum chemistry calculation of a 2-piece molecular cluster, C2H4BrN overall in a non-equilibrium geometry, from OMol25.

```
8
Properties=species:S:1:pos:R:3:forces:R:3
C 1.5099 -0.2682 0.2340 -0.45 0.26 -1.92
C 0.2630 0.3664 -0.2384 1.58 -0.03 0.17
N -0.5808 1.0093 -0.6557 -1.10 0.25 -0.24
H 1.5813 -1.2140 -0.2990 -0.14 -0.44 0.48
H 1.4029 -0.3775 1.2998 0.78 -0.04 0.32
H 2.3678 0.2874 -0.2281 -0.68 -0.05 1.23
Br -3.9507 -0.0842 0.1022 0.33 0.05 -0.06
H -2.5934 0.2808 -0.2148 -0.33 0.01 0.03
```
Forces are in eV/Å.

Computed properties:
**2S+1**: 1
**Energy above the lowest of the compared OMol25 structures with the same formula, charge and spin**: 0.00 kcal/mol
**Strongest force on any atom**: 1.99 eV Å⁻¹
**HOMO**: -10.45 eV
**Kohn-Sham gap**: 11.00 eV
**Molecular weight**: 122.0 g/mol